A cluster of 2 separate species, C12H18NO2 in total in a non-equilibrium geometry, computed with the ωB97M-V functional and the def2-TZVPD basis.

```
33
Properties=species:S:1:pos:R:3
H 2.04349 1.90002 2.67585
O -0.58959 2.75263 -0.44254
C 3.35833 -0.57776 -0.65051
H -1.45146 3.00117 0.08218
C 1.45481 -0.57872 1.04410
H -3.80302 0.05368 2.25867
C -1.47915 0.46288 -0.24329
H -1.49261 -0.61176 -2.10646
H 0.59054 -1.12431 1.28504
H 0.99697 -1.71001 -2.02661
H -1.68282 1.17039 1.73940
H 2.14744 -0.59943 1.82415
H 0.69353 -0.22491 -1.12640
C -3.67986 -1.12866 0.39852
C -2.13666 0.65268 0.99284
H 3.77168 -1.16263 -1.48515
C 1.47880 1.92031 1.67306
H 3.19469 0.42946 -0.90689
C -3.03013 -1.33742 -0.79464
H 4.18208 -0.53833 0.08673
H -3.19841 -2.21484 -1.40079
C 1.07283 0.90479 0.92265
C 2.13797 -1.19932 -0.07223
H -4.45015 -1.87718 0.68530
H 0.94560 2.82907 1.38870
H 0.61172 2.11599 -2.05029
C -1.94299 -0.51329 -1.06543
O 0.18011 1.25091 -1.85647
C -0.37029 1.40540 -0.60782
N 1.07006 -1.30954 -1.09911
H 2.37711 -2.26438 0.33003
H 0.24106 -1.71951 -0.76553
C -3.24166 -0.15738 1.31294
```

For the HOMO energy, the calculation gives -12.01 eV. The orbital gap is 0.338 hartree. The value obtained for the relative energy (zero: lowest compared OMol25 entry of this formula, charge and spin) is 385.68 kJ/mol. The spin multiplicity is 1. Its net charge is +1.